74
Properties=species:S:1:pos:R:3:forces:R:3:mulliken_spin:R:1 method="wB97M-V/def2-TZVPD" de_lowest_kj_mol=23.4 total_charge=+1 spin_multiplicity=6 e_homo_ha="-0.35497 / -0.42395"
Ir -0.821 0.243 -0.313 -0.338 -0.584 0.788 2.16
Br 0.821 4.919 -2.239 -0.083 0.074 0.004 0.05
Br 5.714 2.286 -2.835 0.083 -0.023 -0.019 0.06
P -0.501 -0.161 2.002 0.323 0.393 -0.279 0.31
O -0.320 -3.390 -6.957 0.054 -0.083 0.001 0.02
O -2.142 0.181 -2.304 -0.174 0.462 0.467 0.35
O -0.812 -1.820 -0.949 0.096 -0.166 -0.221 0.08
O -3.203 2.296 -0.753 0.274 -0.157 0.173 0.02
O -3.595 1.682 -5.754 -0.119 -0.142 0.201 0.01
O -2.893 2.197 -3.780 -0.223 0.154 0.005 0.01
O -1.380 -1.840 -8.024 -0.017 0.021 -0.035 0.03
O 0.076 2.224 -0.996 -0.106 0.119 -0.079 0.34
O 0.378 -3.150 -2.284 0.071 -0.020 0.007 0.08
N -2.456 1.749 0.284 -0.073 0.143 -0.522 0.06
N -3.013 1.443 -4.722 0.596 -0.019 -0.208 -0.01
N -0.955 -2.364 -7.020 -0.040 0.117 0.171 -0.02
N 1.438 -0.038 -0.816 0.019 -0.032 -0.101 0.16
C -1.823 -0.366 -3.356 0.234 -0.447 -0.198 0.17
C 3.937 2.226 -2.285 -0.049 -0.025 0.037 0.25
C -2.088 2.990 4.979 -0.013 0.019 0.030 0.00
C 3.990 0.104 2.995 -0.023 0.023 -0.006 0.01
C -2.791 -3.042 3.777 0.008 0.041 -0.011 -0.01
C 1.239 2.234 -1.436 0.185 0.008 -0.021 0.21
C 4.113 -0.178 -1.524 0.076 0.004 -0.012 0.05
C -0.422 -2.252 -2.098 -0.268 0.297 0.045 0.06
C -2.068 2.134 2.706 -0.128 0.021 -0.253 0.00
C -1.177 -4.141 2.373 0.020 0.017 -0.008 -0.01
C -2.492 3.063 3.658 -0.045 0.057 0.059 0.01
C -2.003 -0.482 -5.798 0.151 -0.252 -0.228 -0.01
C -0.740 -2.211 -4.562 -0.070 0.015 -0.071 -0.04
C 1.933 -1.145 3.095 0.047 -0.055 0.003 0.01
C 2.115 -1.163 -0.653 0.013 0.017 0.015 -0.01
C 3.168 3.367 -2.444 0.024 -0.132 0.032 -0.09
C 3.324 1.144 2.351 -0.004 -0.018 -0.007 -0.01
C 2.061 1.029 -1.330 -0.078 0.110 0.019 0.00
C 3.295 -1.036 3.365 -0.052 0.004 -0.025 -0.01
C -2.269 0.159 -4.647 -0.226 -0.006 0.217 0.11
C -2.248 -4.206 3.255 -0.010 -0.012 0.004 0.02
C 1.846 3.391 -2.036 -0.025 -0.111 0.067 0.18
C 1.267 -0.117 2.439 -0.072 -0.046 0.136 -0.03
C -0.646 -2.912 2.019 -0.028 -0.063 -0.037 0.02
C -1.165 -1.739 2.568 -0.133 -0.003 -0.040 -0.04
C -2.254 -1.808 3.434 0.038 -0.061 0.068 0.03
C -1.242 -1.673 -5.735 -0.053 0.073 -0.170 0.24
C -0.815 1.036 4.449 0.016 0.021 -0.027 0.00
C -2.640 2.390 1.365 0.105 -0.163 0.284 0.03
C -1.002 -1.591 -3.360 -0.041 0.203 -0.115 0.13
C 1.973 1.030 2.071 0.035 0.011 -0.013 0.02
C -1.247 1.966 5.381 0.000 -0.009 -0.006 0.00
C -1.206 1.101 3.113 0.039 -0.033 -0.011 -0.02
C 3.468 -1.265 -0.990 -0.030 -0.005 0.024 -0.01
C 3.400 1.017 -1.718 0.143 0.134 -0.085 -0.01
H 3.860 2.043 2.074 -0.009 -0.012 0.008 0.00
H 1.397 -2.036 3.398 0.014 0.025 0.005 0.00
H 0.155 -2.866 1.291 -0.018 -0.012 0.023 0.01
H 5.158 -0.233 -1.799 -0.020 -0.005 -0.005 0.01
H 5.046 0.191 3.217 -0.014 0.000 -0.016 0.00
H -0.767 -5.047 1.946 0.000 0.014 0.003 0.00
H -2.682 -0.905 3.848 -0.011 -0.005 0.003 0.00
H -2.433 3.729 5.690 0.004 -0.010 -0.013 0.00
H -2.912 1.821 -1.552 -0.110 0.047 0.009 0.01
H 3.604 4.251 -2.887 0.017 0.000 0.001 0.01
H 1.454 1.839 1.563 0.006 0.000 0.026 0.00
H 1.560 -2.010 -0.269 0.031 0.035 -0.025 0.00
H -3.158 3.858 3.349 0.013 -0.002 0.020 0.00
H -2.667 -5.167 3.526 0.007 0.017 -0.007 0.00
H 3.985 -2.203 -0.839 -0.019 0.019 0.001 0.00
H -0.153 0.238 4.766 0.011 0.016 -0.011 0.00
H -0.148 -3.115 -4.572 -0.003 -0.003 -0.031 0.00
H -3.323 3.234 1.300 -0.022 0.019 0.036 0.00
H -3.637 -3.091 4.450 0.013 0.007 0.001 0.00
H -0.924 1.892 6.411 -0.005 -0.010 -0.016 0.00
H -2.347 -0.093 -6.745 0.002 -0.045 -0.059 0.00
H 3.807 -1.843 3.873 -0.014 0.010 -0.001 0.00

17
Properties=species:S:1:pos:R:3:forces:R:3:nbo_charge:R:1 method="wB97M-V/def2-TZVPD" de_lowest_kj_mol=36.4 e_homo_ha=-0.36141 smiles="CC(N)=O.CC"
O 1.417 -0.920 -1.675 0.050 -0.060 -0.012 -0.61
N 1.772 0.018 0.346 0.174 0.400 1.016 -0.82
C -3.059 2.262 0.752 0.687 -1.120 0.999 -0.62
C -1.795 1.493 0.319 0.045 -0.256 -0.793 -0.62
C 1.405 -1.008 -0.465 -0.347 0.362 -0.330 0.67
C 0.934 -2.243 0.254 0.103 -0.457 0.783 -0.71
H -3.074 3.228 0.276 -0.706 0.145 -0.233 0.21
H -3.941 1.622 0.693 -0.182 0.459 -0.828 0.21
H 1.998 0.952 0.050 -0.017 -0.224 -0.687 0.40
H -0.142 -2.393 0.171 -0.010 0.244 -0.285 0.24
H -3.032 2.399 1.836 0.314 0.474 -0.002 0.20
H 1.154 -2.239 1.329 0.056 0.128 -0.235 0.20
H -1.124 2.087 -0.300 0.155 0.461 0.396 0.21
H -1.977 0.672 -0.388 -0.376 -0.096 0.477 0.21
H 1.416 -3.116 -0.169 0.067 -0.093 -0.203 0.24
H -1.239 1.104 1.168 0.082 -0.084 -0.019 0.20
H 1.730 -0.068 1.346 -0.097 -0.283 -0.044 0.38

19
Properties=species:S:1:pos:R:3:forces:R:3:nbo_charge:R:1 method="wB97M-V/def2-TZVPD" de_lowest_kj_mol=230.0 e_homo_ha=-0.34919 smiles="C=C1C(=O)N[C@@H](OC)[C@@H]1O"
O -1.704 -0.343 0.720 -0.050 -0.498 -0.652 -0.56
O 2.188 -2.054 -0.151 -0.334 -0.032 0.536 -0.60
O 0.520 2.100 -0.805 -0.308 0.425 -0.016 -0.69
N 0.111 -1.215 -0.506 -1.623 -0.298 0.244 -0.63
C 0.487 1.156 0.230 -1.767 -2.407 -1.363 0.09
C 2.933 0.600 0.557 1.537 -1.386 -0.139 -0.26
C -0.734 -0.096 -0.299 0.603 2.082 1.497 0.24
C 1.379 -1.149 -0.105 2.235 0.547 -1.086 0.65
C -3.071 -0.451 0.228 1.041 0.281 -0.338 -0.27
C 1.706 0.303 0.146 0.709 -1.114 1.933 -0.21
H -0.371 -2.079 -0.416 -0.086 -1.037 -0.279 0.41
H 0.301 1.546 1.276 -0.195 -0.115 -1.587 0.22
H -3.263 -1.405 -0.369 0.518 1.595 0.002 0.18
H -3.220 0.573 -0.210 -0.721 -1.407 -0.350 0.19
H 3.241 1.539 0.923 -0.155 1.304 0.216 0.19
H 3.821 -0.117 0.595 -1.771 0.540 -0.398 0.23
H -3.732 -0.586 1.066 0.019 0.293 0.622 0.20
H -1.232 0.130 -1.279 0.273 0.524 0.936 0.16
H 0.641 1.548 -1.599 0.074 0.703 0.224 0.47

72
Properties=species:S:1:pos:R:3:forces:R:3:nbo_charge:R:1 method="wB97M-V/def2-TZVPD" de_lowest_kj_mol=6.9 total_charge=+4 e_homo_ha=-0.72634
Zr -0.587 0.427 0.141 0.153 0.072 -0.203 2.36
O 0.158 -3.609 -0.653 -0.021 -0.080 0.061 -0.65
O 1.745 -5.326 -2.776 0.030 -0.089 -0.010 -0.72
N 2.093 -4.806 -0.565 0.010 -0.031 -0.059 -0.55
N -1.307 -0.785 1.886 -0.063 0.027 0.075 -0.64
N 1.391 -0.228 0.786 0.138 -0.075 0.123 -0.61
N -0.471 4.409 4.340 0.026 -0.017 -0.028 -0.64
N -0.876 2.213 3.782 -0.054 -0.089 -0.158 -0.43
N -2.905 3.406 0.620 -0.011 0.040 -0.005 -0.72
N -1.416 1.822 1.493 -0.065 0.201 -0.012 -0.85
N -1.621 4.013 2.399 0.015 -0.125 0.001 -0.52
C -1.153 3.911 -1.749 0.010 -0.002 0.018 -0.66
C 1.137 -1.435 0.285 0.036 -0.096 0.078 -0.03
C 1.627 -5.853 -1.484 -0.024 0.057 0.063 0.09
C -1.226 -0.602 4.283 -0.108 -0.102 -0.060 -0.15
C 2.644 0.724 -1.952 -0.037 -0.014 -0.006 -0.67
C -1.971 3.121 1.512 -0.024 -0.043 0.069 0.66
C 0.629 2.182 -1.462 -0.123 0.016 0.045 -0.03
C -1.635 1.400 -2.015 -0.081 0.001 -0.048 -0.08
C 2.556 -0.049 1.442 0.044 -0.003 0.013 0.08
C 0.889 -1.298 -3.009 -0.017 0.028 0.070 -0.68
C -0.758 2.462 -1.688 0.072 0.062 -0.040 0.04
C -1.103 0.091 -2.263 -0.098 0.048 -0.038 -0.09
C 3.448 -1.098 1.585 -0.032 0.078 -0.006 -0.19
C 1.539 3.264 -0.952 -0.026 0.029 -0.024 -0.67
C -1.461 -1.976 4.389 0.016 0.048 0.015 -0.06
C -0.967 3.567 3.478 0.018 0.130 0.069 0.62
C 1.335 -3.749 -0.322 0.021 0.143 -0.127 0.65
C -2.035 -1.061 -2.561 0.018 0.012 0.025 -0.69
C 3.160 -2.352 1.045 -0.038 -0.022 -0.029 -0.07
C -1.620 -2.728 3.235 -0.001 -0.007 -0.080 -0.19
C 0.298 -0.086 -2.353 0.123 0.070 0.018 0.04
C -3.110 1.603 -2.265 0.009 0.001 0.042 -0.67
C -1.118 1.417 2.814 0.015 -0.051 0.131 0.44
C 1.955 -2.535 0.366 0.046 0.006 0.113 -0.06
C 1.163 0.945 -1.876 -0.029 -0.234 -0.142 0.01
C -1.195 -0.049 3.025 0.076 0.095 -0.001 0.12
C -1.507 -2.111 1.999 0.029 -0.040 0.026 0.09
H 0.190 -1.681 -0.255 0.002 0.018 -0.017 0.25
H 1.003 4.036 -0.409 0.007 -0.004 0.010 0.25
H 2.045 3.753 -1.791 -0.003 -0.008 -0.007 0.30
H 1.938 -6.035 -3.404 -0.011 0.061 0.006 0.51
H -2.189 4.070 -2.019 0.001 -0.008 -0.008 0.25
H 3.866 -3.164 1.175 0.019 0.018 0.010 0.27
H -3.741 0.981 -1.624 0.011 -0.009 0.011 0.25
H 0.160 -2.052 -3.280 0.000 0.006 -0.009 0.27
H -3.360 4.309 0.700 -0.003 -0.002 -0.008 0.46
H 4.370 -0.924 2.126 0.012 -0.042 -0.006 0.29
H -3.387 2.684 0.111 0.016 0.006 0.011 0.42
H -0.948 4.459 -0.833 0.000 -0.009 0.000 0.25
H -1.825 -3.789 3.280 0.005 -0.002 0.009 0.28
H 2.928 -0.281 -1.642 0.000 -0.001 -0.005 0.24
H 2.940 0.818 -3.003 0.030 -0.007 0.009 0.30
H -0.539 4.371 -2.530 -0.011 0.005 -0.006 0.28
H -1.529 -2.445 5.362 0.002 0.012 0.007 0.28
H -3.341 1.304 -3.290 -0.021 0.016 0.001 0.29
H -0.568 5.406 4.190 0.000 0.003 0.017 0.46
H 1.370 -0.947 -3.929 -0.004 -0.032 -0.020 0.29
H 3.226 1.446 -1.391 -0.012 0.018 -0.011 0.26
H 0.591 -6.072 -1.227 0.006 -0.024 -0.008 0.20
H 2.248 -6.732 -1.319 -0.010 -0.014 -0.016 0.21
H 2.757 0.931 1.854 -0.024 0.009 -0.009 0.25
H -1.567 -2.688 1.081 -0.017 -0.007 0.008 0.25
H 2.321 2.866 -0.307 -0.005 0.004 0.004 0.24
H -3.007 -0.952 -2.083 -0.001 0.006 0.009 0.25
H -1.117 0.037 5.148 -0.010 -0.036 0.029 0.29
H -0.058 4.084 5.205 -0.017 -0.008 0.006 0.45
H -2.229 -1.106 -3.639 0.011 -0.020 0.001 0.31
H -1.606 -2.020 -2.271 -0.020 -0.007 -0.013 0.27
H 1.672 -1.776 -2.422 0.008 0.014 -0.003 0.25
H 3.084 -4.770 -0.377 -0.013 -0.006 0.035 0.42
H -3.422 2.634 -2.152 0.002 0.002 -0.016 0.25